Formula: C28H34N5O10Sr2
Source: the OMol25 dataset
Level of theory: ωB97M-V with the def2-TZVPD basis set

HOMO energy ... -15.1 eV
Total energy ... -59145.40196 eV
Frontier orbital gap ... 3.70 eV
Total charge ... +3
2S+1 ... 1

Each line ends with the Mulliken charge.
Element x y z (Å)
1 N 3.093 -2.649 -4.105  -0.258
2 H 3.524 -3.307 -3.472  0.227
3 H 3.818 -2.276 -4.701  0.394
4 H 2.683 -1.949 -3.503  0.166
5 H 2.287 -3.011 -4.596  0.412
6 Sr 4.099 -3.033 -0.549  1.754
7 Sr 4.505 0.481 -1.942  1.698
8 C 5.496 -0.367 2.879  -0.947
9 C 5.785 -0.325 1.378  -0.462
10 O 4.675 -0.630 0.458  -0.517
11 H 5.216 -1.388 3.141  0.208
12 H 4.579 0.171 3.119  0.192
13 H 6.185 0.045 3.616  0.403
14 H 6.504 -1.142 1.315  0.253
15 H 6.279 0.636 1.235  0.283
16 C 1.302 0.385 -0.524  0.077
17 C 1.514 -0.415 -1.847  -1.204
18 O 2.512 -1.394 -1.731  -0.607
19 H 0.772 -0.182 0.241  -0.213
20 H 0.650 1.241 -0.698  0.244
21 H 2.224 0.662 -0.013  0.097
22 H 1.702 0.292 -2.656  0.640
23 H 0.572 -0.849 -2.184  0.211
24 C -2.031 -1.602 -0.202  -0.121
25 C -2.642 -2.363 -1.272  -0.614
26 C -3.659 -3.239 -0.981  -0.531
27 C -4.054 -3.450 0.348  -0.074
28 C -3.498 -2.720 1.379  -0.535
29 C -2.499 -1.795 1.079  -0.236
30 N -5.295 -4.273 0.559  0.921
31 O -6.031 -4.449 -0.454  -0.543
32 O -5.581 -4.465 1.658  -0.536
33 H -1.296 -0.843 -0.427  0.417
34 H -2.251 -2.265 -2.274  0.428
35 H -4.016 -3.873 -1.779  0.393
36 H -3.653 -2.958 2.421  0.441
37 H -2.071 -1.252 1.909  0.557
38 C -4.026 3.266 -6.942  -0.463
39 C -2.756 3.850 -6.981  -0.415
40 C -1.705 3.323 -6.312  -0.315
41 C -1.840 2.190 -5.442  0.107
42 C -3.039 1.534 -5.514  -0.135
43 C -4.127 2.048 -6.314  -0.449
44 N -0.794 1.897 -4.473  0.944
45 O 0.291 2.495 -4.522  -0.629
46 O -1.034 0.998 -3.629  -0.546
47 H -4.896 3.635 -7.464  0.406
48 H -2.674 4.881 -7.293  0.347
49 H -0.759 3.828 -6.188  0.400
50 H -3.246 0.691 -4.872  0.425
51 H -4.974 1.414 -6.095  0.340
52 C 0.109 -0.314 5.045  -0.599
53 C 0.726 -0.013 3.810  -0.473
54 C 1.256 -0.901 2.969  0.157
55 C 1.060 -2.295 3.242  -0.020
56 C 0.361 -2.682 4.389  -0.676
57 C -0.003 -1.689 5.342  -0.691
58 N 1.576 -3.280 2.313  0.583
59 O 1.469 -4.517 2.553  -0.560
60 O 2.278 -2.852 1.407  -0.329
61 H -0.057 0.445 5.795  0.506
62 H 0.880 1.028 3.568  0.534
63 H 1.854 -0.549 2.141  0.440
64 H 0.365 -3.743 4.590  0.591
65 H -0.293 -1.939 6.352  0.462
66 C 0.701 4.386 2.037  -0.693
67 C -0.079 3.395 1.378  -0.418
68 C -1.046 2.679 2.026  -0.169
69 C -1.131 2.780 3.460  -0.394
70 C -0.119 3.567 4.099  -0.182
71 C 0.708 4.444 3.386  -0.555
72 N -2.137 1.964 4.199  1.074
73 O -3.013 1.362 3.499  -0.565
74 O -2.136 2.049 5.450  -0.543
75 H 1.348 5.050 1.484  0.420
76 H -0.114 3.237 0.310  0.592
77 H -1.601 2.046 1.350  0.505
78 H -0.124 3.653 5.175  0.519
79 H 1.341 5.190 3.843  0.453

Formula: C3H3KMgO4
Source: the OMol25 dataset
Level of theory: ωB97M-V with the def2-TZVPD basis set

HOMO energy ... -17.6 eV
Total energy ... -33103.94551 eV
Frontier orbital gap ... 6.61 eV
Total charge ... +2
2S+1 ... 1

Each line ends with the natural charge from an NBO analysis.
Element x y z (Å)
1 C -2.158 1.334 -0.170  0.436
2 C -1.432 1.370 -1.484  -0.196
3 O -0.050 1.051 -1.391  -0.692
4 C 0.354 -0.290 -1.301  0.939
5 O 0.081 -1.115 -0.451  -0.657
6 O 1.159 -0.546 -2.216  -0.806
7 O -1.704 0.853 0.844  -0.556
8 H -3.103 1.911 -0.160  0.177
9 H -1.507 2.383 -1.898  0.241
10 H -1.975 0.699 -2.171  0.253
11 Mg 1.773 1.509 -2.395  1.869
12 K -0.991 -1.397 1.762  0.992